[1]
Here is a molecular structure, C17H39O2P3Re at a distorted geometry from the OMol25 dataset. Energies are from wB97M-V/def2-TZVPD.

Geometry (Å):
Re1 0.09036 -0.02155 0.70046
P1 -1.68008 -0.34382 2.06860
P2 0.28571 -2.18759 0.14231
P3 -1.32858 0.83366 -0.77139
H1 1.91025 2.73955 1.31078
C1 0.83214 2.83771 1.12385
C2 -0.05890 2.55402 2.10052
H2 0.25128 2.12437 3.05737
C3 -1.18612 -0.65620 3.80663
C4 -2.87866 -1.74465 1.77429
C5 -3.00810 0.90987 2.40669
C6 1.96365 -2.62280 -0.42069
C7 0.05026 -3.40217 1.49716
C8 -0.72105 -2.80178 -1.24515
C9 -2.06007 2.50732 -0.50443
C10 -2.91215 -0.01060 -1.16951
C11 -0.70901 1.07764 -2.47367
H3 0.59979 3.29356 0.16526
H4 -1.10088 2.88844 2.09920
H5 -0.56049 0.17846 4.17469
H6 -0.64632 -1.61473 3.90995
H7 -2.13146 -0.68464 4.37844
H8 -2.37790 -2.71934 1.78933
H9 -3.39926 -1.61126 0.81701
H10 -3.59832 -1.67468 2.60474
H11 -2.56722 1.87112 2.70001
H12 -3.56167 0.47841 3.25756
H13 -3.67529 1.03254 1.54008
H14 1.92541 -3.27573 -1.30219
H15 2.51972 -3.13612 0.37251
H16 2.51078 -1.71381 -0.70108
H17 -0.48354 -4.30030 1.15685
H18 -0.50285 -2.97931 2.34599
H19 1.03218 -3.72087 1.86828
H20 -0.29110 -3.71605 -1.66709
H21 -0.76181 -2.05902 -2.05008
H22 -1.74061 -3.02400 -0.91931
H23 -2.37655 2.84711 -1.49720
H24 -1.33856 3.20630 -0.07838
H25 -2.93254 2.43315 0.14987
H26 -3.25618 0.43491 -2.11050
H27 -3.66903 0.18054 -0.40358
H28 -2.79045 -1.08896 -1.31370
H29 -1.40530 1.76721 -2.95895
H30 -0.69559 0.13260 -3.02363
H31 0.28900 1.52137 -2.51561
C12 2.80421 0.83198 -1.53728
C13 3.78719 -0.02510 -2.05203
C14 4.35899 0.24005 -3.30182
C15 4.01231 1.41525 -3.98316
C16 3.14382 2.35147 -3.41051
C17 2.57287 2.08908 -2.15870
O1 2.08270 0.40006 -0.43621
H32 0.93789 0.70236 -0.61373
H33 4.11704 -0.89442 -1.48935
H34 5.08025 -0.44390 -3.72682
H35 4.40764 1.59939 -4.96894
H36 2.90377 3.29018 -3.91496
H37 1.97471 2.84900 -1.62772
O2 1.71607 -0.28307 2.12810
H38 1.58660 -0.65656 3.01243
H39 2.65905 -0.20561 1.88838

The value obtained for the largest force on an atom is 5.5 eV/Å. As for the net charge: +4. The HOMO-LUMO gap (alpha / beta) is 0.3223 / 0.2272 hartree. The expectation value of S² is 3.78. Its spin multiplicity is 4. For the energy above the lowest of the compared OMol25 structures with the same formula, charge and spin, the calculation gives 312.6 kJ/mol.



[2]
Here is 18 unconnected molecules or ions with the total composition C17H3BCl69IOP at a distorted geometry from the OMol25 dataset. Energies are from wB97M-V/def2-TZVPD.

Geometry (Å):
O1 0.28811 -0.33553 3.93227
P1 -0.21120 -0.33438 2.56933
B1 -2.15785 -0.32904 2.43876
Cl1 -2.83175 -1.83898 3.26710
I1 -2.91427 1.60089 3.25377
H1 0.28208 -1.44623 1.87304
H2 0.31234 0.79838 1.97375
H3 -2.50862 -0.36334 1.28022
C1 0.03860 -0.20281 -2.16353
Cl2 0.78274 1.31619 -2.68313
Cl3 -1.33352 -0.56629 -3.19912
Cl4 1.23766 -1.49020 -2.26819
Cl5 -0.52887 -0.07685 -0.51017
C2 0.88046 4.10584 1.22884
Cl6 0.13388 5.55595 0.54314
Cl7 0.04485 3.64386 2.69924
Cl8 0.79610 2.79674 0.05705
Cl9 2.58087 4.43785 1.57299
C3 4.96995 -3.01382 -0.94695
Cl10 5.53465 -1.36209 -1.17081
Cl11 3.86309 -3.43900 -2.24288
Cl12 6.33607 -4.12104 -0.93992
Cl13 4.11500 -3.14772 0.59225
C4 -4.58804 -0.81856 -6.21357
Cl14 -5.93778 -1.81343 -6.73088
Cl15 -4.97259 0.88453 -6.41277
Cl16 -4.30540 -1.18880 -4.52287
Cl17 -3.15902 -1.21696 -7.15951
C5 -3.99557 -4.61569 -9.37933
Cl18 -4.87947 -3.32398 -10.18851
Cl19 -4.60284 -4.79726 -7.73347
Cl20 -4.21328 -6.12464 -10.27280
Cl21 -2.28545 -4.21318 -9.33140
C6 -7.83554 -6.98880 -8.31801
Cl22 -7.28816 -5.63496 -9.28414
Cl23 -9.36895 -7.59967 -8.92289
Cl24 -6.63892 -8.28072 -8.35268
Cl25 -8.00481 -6.40374 -6.66755
C7 -7.06416 -7.73279 -2.69941
Cl26 -8.81255 -7.92844 -2.59887
Cl27 -6.63923 -6.05808 -2.38677
Cl28 -6.28784 -8.76482 -1.50367
Cl29 -6.52691 -8.18685 -4.31440
C8 5.21492 0.60001 3.18038
Cl30 6.34555 0.06337 4.42377
Cl31 4.77530 -0.75961 2.16224
Cl32 3.78879 1.28058 3.93480
Cl33 5.99980 1.80642 2.15638
C9 -4.58450 -3.01222 -0.60947
Cl34 -3.36739 -1.80184 -0.27888
Cl35 -4.11285 -4.54666 0.11393
Cl36 -6.12889 -2.50007 0.07592
Cl37 -4.76541 -3.22775 -2.35549
C10 -1.00978 -2.20544 7.09083
Cl38 -2.56665 -1.38548 7.11026
Cl39 -0.75088 -2.95717 5.54257
Cl40 0.26225 -1.03287 7.39660
Cl41 -0.99079 -3.43600 8.37435
C11 9.94423 1.44596 0.24168
Cl42 8.79482 0.29718 -0.43402
Cl43 9.72133 3.01277 -0.52689
Cl44 9.70633 1.61759 1.97621
Cl45 11.58034 0.86727 -0.06361
C12 5.18070 7.41184 -0.52076
Cl46 5.13568 7.29440 -2.27650
Cl47 5.80653 8.98911 -0.05607
Cl48 3.56878 7.19931 0.13011
Cl49 6.24346 6.15663 0.12179
C13 -2.12249 2.48217 8.11417
Cl50 -3.41332 1.65253 8.99434
Cl51 -0.58059 1.78071 8.57830
Cl52 -2.35922 2.27135 6.38917
Cl53 -2.14103 4.20354 8.53697
C14 -9.45803 -2.93065 -3.30389
Cl54 -10.68011 -1.87505 -4.00603
Cl55 -8.79493 -3.97352 -4.55705
Cl56 -8.16779 -1.96983 -2.60543
Cl57 -10.19084 -3.92710 -2.05199
C15 7.42512 10.13605 3.52498
Cl58 6.99772 11.31672 2.28657
Cl59 6.92003 8.53400 3.02420
Cl60 9.16925 10.15590 3.76299
Cl61 6.62482 10.56462 5.03079
C16 8.75399 6.99374 -4.85317
Cl62 9.51521 8.50837 -5.32796
Cl63 7.32495 6.72364 -5.84444
Cl64 9.89227 5.67243 -5.10059
Cl65 8.27966 7.07632 -3.16726
C17 0.17987 -1.19223 11.49776
Cl66 0.89301 0.37751 11.15955
Cl67 -1.16725 -1.46239 10.41303
Cl68 1.38928 -2.44849 11.26045
Cl69 -0.38508 -1.22915 13.17087

The value obtained for the largest force on an atom is 3.4 eV/Å. As for the net charge: -1. The HOMO-LUMO gap is 0.2524 hartree.



[3]
Here is a molecular structure, C17H40AgClN3O3 at a distorted geometry from the OMol25 dataset. Energies are from wB97M-V/def2-TZVPD.

Geometry (Å):
Ag1 1.02483 -1.73755 0.03327
Cl1 3.49223 -3.18084 0.22699
C1 -2.26091 0.23194 -1.39287
C2 -1.71318 1.57619 -0.77145
C3 -3.03190 2.30230 -0.23845
C4 -2.79419 3.59286 0.60168
C5 -1.86059 3.25621 1.77024
C6 -0.54472 2.57581 1.30753
N1 -0.86665 1.38938 0.41729
O1 0.19730 0.41622 0.32645
C7 0.19171 2.26616 2.65605
C8 0.32122 3.70033 0.66315
C9 -0.98083 2.37424 -1.91820
H1 -2.46076 -0.52523 -0.63468
H2 -1.63912 -0.23594 -2.15613
H3 -3.26909 0.39645 -1.77315
H4 -3.83739 1.63927 0.07727
H5 -3.42994 2.67673 -1.18157
H6 -3.78929 3.78505 1.00285
H7 -2.52000 4.43996 -0.02709
H8 -2.45719 2.54651 2.34339
H9 -1.55547 4.19763 2.22710
H10 0.56992 3.16340 3.14596
H11 1.06276 1.64824 2.43801
H12 -0.44083 1.79654 3.40935
H13 1.17272 3.35795 0.07507
H14 0.75213 4.39627 1.38293
H15 -0.12767 4.32009 -0.11306
H16 -0.91575 2.07794 -2.96514
H17 0.08765 2.28291 -1.72299
H18 -1.48050 3.34202 -1.96110
C10 0.18024 -4.74054 1.47113
C11 -0.49869 -3.46698 2.04099
C12 0.42476 -2.51383 2.91604
O2 1.33633 -1.61080 2.17297
C13 2.46938 -1.20120 3.06812
N2 -0.94969 -2.71462 0.85979
H19 0.70057 -5.04765 2.37835
H20 0.98024 -4.50291 0.76996
H21 -0.47303 -5.57053 1.20197
H22 -1.32806 -3.86875 2.62308
H23 0.78023 -3.14003 3.73435
H24 -0.22365 -1.76948 3.37822
H25 2.14337 -0.60095 3.91754
H26 3.03585 -0.51012 2.44392
H27 3.12756 -1.90708 3.57471
H28 -1.62913 -2.03374 1.16777
H29 -1.43352 -3.42934 0.33520
C14 0.46201 -1.95514 -4.40264
C15 1.08888 -1.77705 -2.97663
C16 1.81055 -0.39539 -2.78667
O3 2.35062 -0.40023 -1.39679
C17 3.09965 0.74988 -1.05189
N3 0.04785 -2.18896 -1.98712
H30 -0.13140 -1.11291 -4.75846
H31 -0.03460 -2.92048 -4.50065
H32 1.30110 -1.89597 -5.09584
H33 1.89705 -2.49424 -2.83309
H34 1.03075 0.36424 -2.84121
H35 2.54753 -0.18408 -3.56146
H36 2.54100 1.66748 -1.23636
H37 4.04352 0.84408 -1.58887
H38 3.47778 0.90729 -0.04177
H39 -0.32595 -3.08463 -2.26668
H40 -0.74591 -1.56451 -1.97685

The value obtained for the largest force on an atom is 6.0 eV/Å. As for the net charge: +1. The HOMO-LUMO gap (alpha / beta) is 0.3666 / 0.2014 hartree. The expectation value of S² is 2.02. Its spin multiplicity is 3.



[4]
Here is a molecular structure, C17H40BF4O8P3S2V from the OMol25 dataset. Energies are from wB97M-V/def2-TZVPD.

Geometry (Å):
V1 0.82704 1.07012 -0.62225
C1 4.97693 5.68051 -3.01069
C2 3.68013 5.18252 -2.42169
O1 3.78425 3.75096 -2.26808
P1 2.84346 3.02806 -1.19826
S1 3.20082 1.06923 -1.32556
S2 0.92201 3.46778 -1.38390
O2 3.30893 3.62021 0.20645
C3 4.55283 3.19869 0.80237
C4 4.86384 4.15465 1.92705
H1 4.91939 6.75784 -3.17296
H2 5.17436 5.19403 -3.96583
H3 5.80967 5.47408 -2.33793
H4 2.83337 5.39144 -3.07684
H5 3.48488 5.64196 -1.45077
H6 5.33970 3.19665 0.04390
H7 4.41634 2.18181 1.17072
H8 4.99032 5.17063 1.55129
H9 5.78511 3.85055 2.42637
H10 4.05327 4.14948 2.65548
C5 -5.47938 0.73546 0.46071
C6 -4.31807 0.62013 1.42619
C7 -4.27785 -0.71689 2.13911
O3 -3.07469 0.91585 0.73238
P2 -2.16018 0.05634 -0.19403
O4 -1.27203 0.93485 -0.99754
C8 -1.26564 -1.11210 0.84743
P3 0.05081 -1.97206 -0.03766
O5 0.74761 -1.06921 -0.99419
O6 -0.61073 -3.19640 -0.76580
C9 -1.07775 -4.35701 -0.00569
C10 -0.13277 -5.50343 -0.28434
C11 -2.50505 -4.63486 -0.41884
O7 0.95971 -2.63532 1.05166
C12 2.05807 -1.87025 1.68645
C13 2.06349 -2.26681 3.13952
C14 3.34170 -2.18400 0.95147
O8 -3.08785 -0.85275 -1.09510
C15 -3.10957 -0.66777 -2.55462
C16 -3.99934 0.50681 -2.89760
C17 -3.58039 -1.97408 -3.14508
H11 -6.41808 0.68064 1.01332
H12 -5.45499 -0.07689 -0.26593
H13 -5.44326 1.68750 -0.06813
H14 -4.37094 1.41897 2.16362
H15 -4.25027 -1.54054 1.42105
H16 -5.18347 -0.82687 2.73574
H17 -3.42153 -0.78091 2.81092
H18 -1.95797 -1.84791 1.25771
H19 -0.82683 -0.55723 1.68598
H20 -1.04007 -4.10783 1.05791
H21 -0.12133 -5.72505 -1.35228
H22 -0.46012 -6.39311 0.25514
H23 0.87739 -5.25152 0.03524
H24 -2.54287 -4.92224 -1.47029
H25 -3.13013 -3.75199 -0.27807
H26 -2.90927 -5.45299 0.17826
H27 1.82702 -0.80701 1.59800
H28 2.25492 -3.33682 3.23993
H29 1.11317 -2.01690 3.61202
H30 2.85080 -1.71755 3.65606
H31 3.56254 -3.25187 1.01056
H32 4.16189 -1.62802 1.40687
H33 3.26973 -1.88702 -0.09370
H34 -2.08551 -0.45955 -2.86513
H35 -5.02794 0.31483 -2.58693
H36 -3.98872 0.66884 -3.97588
H37 -3.64118 1.41634 -2.41449
H38 -4.57466 -2.22617 -2.77095
H39 -2.88999 -2.77610 -2.89362
H40 -3.63071 -1.88640 -4.23073
F1 2.24318 1.25385 2.19998
B1 0.91410 1.42982 2.56853
F2 0.16036 1.59111 1.29182
F3 0.40142 0.24790 3.13315
F4 0.69658 2.53102 3.34107

The value obtained for the largest force on an atom is 0.7 eV/Å. As for the net charge: 0. The HOMO-LUMO gap (alpha / beta) is 0.2877 / 0.3203 hartree. The expectation value of S² is 3.76. Its spin multiplicity is 4. For the energy above the lowest of the compared OMol25 structures with the same formula, charge and spin, the calculation gives 63.7 kJ/mol.



[5]
Here is a gas-phase ion, C17H40BN2O5P2 (charge -1) at a distorted geometry from the OMol25 dataset. Energies are from wB97M-V/def2-TZVPD.

Geometry (Å):
C1 0.55127 3.88745 3.18379
C2 0.63114 3.20602 2.07489
C3 -0.47665 2.38661 1.52074
P1 -0.44445 0.40771 1.81156
N1 0.36765 0.14445 0.22075
C4 -2.22676 0.41627 1.03888
C5 -2.35683 0.55189 -0.49314
C6 -2.39195 -0.79014 -1.26624
C7 -1.20952 -0.99568 -2.23690
C8 -1.62872 -1.11456 -3.71120
C9 -1.48419 0.17711 -4.51258
C10 -0.14244 0.91330 -4.34396
C11 1.11737 0.03693 -4.22648
C12 2.05431 0.68566 -3.19642
C13 3.41094 -0.00803 -3.07074
O1 3.26004 -1.40939 -3.07363
C14 3.40756 -1.99019 -1.79507
C15 -0.53170 -1.53855 1.98842
C16 -1.20226 -2.07196 3.19344
C17 -0.41699 -2.47382 4.43353
N2 -2.46096 -2.26015 3.18872
B1 -1.16309 0.77595 3.62617
O2 -2.50213 0.94781 3.94730
O3 -0.32345 0.95294 4.70533
P2 1.68552 0.53571 2.75089
O4 2.05497 -0.89510 3.57329
O5 2.85460 0.60409 1.51313
H1 1.44817 4.11706 3.73927
H2 -0.39590 4.17738 3.61954
H3 1.55892 3.31679 1.52913
H4 -0.53603 2.60552 0.44883
H5 -1.37997 2.80802 1.96602
H6 0.79475 0.97148 -0.17099
H7 0.97945 -0.65862 0.20368
H8 -2.80629 1.24653 1.44273
H9 -2.79862 -0.46915 1.31722
H10 -1.68054 1.26870 -0.94891
H11 -3.35732 0.97498 -0.65894
H12 -3.29331 -0.79917 -1.88128
H13 -2.52342 -1.62668 -0.58859
H14 -0.75804 -1.95489 -1.97600
H15 -0.43368 -0.25619 -2.10824
H16 -2.64123 -1.49481 -3.83043
H17 -0.99123 -1.86864 -4.18123
H18 -2.25932 0.86316 -4.15751
H19 -1.70121 0.02966 -5.56951
H20 -0.00293 1.55995 -5.21121
H21 -0.19783 1.59536 -3.49916
H22 0.93112 -0.96670 -3.86275
H23 1.60223 -0.05323 -5.20024
H24 2.12851 1.76371 -3.33740
H25 1.55069 0.53930 -2.23668
H26 4.03714 0.31241 -3.90780
H27 3.87538 0.35510 -2.15323
H28 4.15539 -1.49470 -1.17551
H29 2.44994 -1.98493 -1.26503
H30 3.71007 -3.03003 -1.89049
H31 0.43096 -2.04843 1.88422
H32 -1.10141 -1.89956 1.13588
H33 0.56214 -2.80123 4.09204
H34 -0.88358 -3.33102 4.91174
H35 -0.27507 -1.62619 5.09670
H36 -2.73385 -2.62539 4.10118
H37 -3.05971 0.25534 3.56369
H38 -0.77806 1.50650 5.36178
H39 2.52687 -1.52590 3.00655
H40 3.37573 1.39959 1.66843

The value obtained for the largest force on an atom is 2.4 eV/Å. As for the net charge: -1. The HOMO-LUMO gap is 0.2034 hartree.



[6]
Here is a molecular structure, C17H40BeClNO18P3S at a distorted geometry from the OMol25 dataset. Energies are from wB97M-V/def2-TZVPD.

Geometry (Å):
Be1 1.98637 1.51395 -3.75418
Cl1 2.61789 -0.07516 -0.13864
O1 3.87845 0.62921 -0.12504
O2 1.85461 0.22565 -1.28936
O3 2.71720 -1.47309 0.11624
O4 1.82759 0.41839 0.92673
C1 -1.58572 2.57028 3.58108
C2 -0.87051 1.39940 2.86266
C3 -1.82157 0.24471 2.96369
S1 -3.52995 0.93717 2.73323
O5 -4.38797 0.44067 3.77861
O6 -3.88053 0.82354 1.31054
C4 -3.01119 2.65606 3.00535
H1 -1.09124 3.52970 3.42911
H2 -1.58206 2.39581 4.65702
H3 0.02885 1.19911 3.44501
H4 -0.62495 1.76145 1.86430
H5 -1.68670 -0.16722 3.96380
H6 -1.60670 -0.61581 2.33010
H7 -3.69221 3.18143 3.67490
H8 -3.02142 3.12689 2.02235
C5 -0.80081 -5.90492 -0.03694
O7 -1.71424 -4.87960 0.34862
P1 -1.92942 -4.59766 1.94632
O8 -2.16068 -5.75450 2.80089
O9 -0.69712 -3.64513 2.34383
C6 -0.03475 -2.71647 1.39055
O10 -3.18705 -3.60047 2.07235
C7 -3.57689 -3.15865 3.34635
H9 -1.29523 -6.62132 -0.69300
H10 -0.25792 -6.44024 0.74204
H11 -0.03945 -5.40861 -0.63871
H12 0.38894 -1.80704 1.81660
H13 -0.71826 -2.36738 0.61657
H14 0.71858 -3.35037 0.92282
H15 -4.61181 -3.39624 3.59246
H16 -3.38666 -2.09168 3.46263
H17 -2.98943 -3.61830 4.14116
C8 -2.71154 -0.30940 -4.42273
O11 -2.74943 1.06368 -3.91714
P2 -1.77717 1.48924 -2.65388
O12 -0.35479 1.68746 -3.07555
O13 -2.53363 2.76511 -1.96198
C9 -3.87764 2.67557 -1.49330
O14 -2.08172 0.25992 -1.57584
C10 -1.21590 -0.89343 -1.61483
H18 -1.66673 -0.60330 -4.52323
H19 -3.11519 -0.32368 -5.43513
H20 -3.33647 -1.01079 -3.86992
H21 -4.42591 3.47334 -1.99435
H22 -4.07162 2.96277 -0.45987
H23 -4.29334 1.66915 -1.54251
H24 -1.73732 -1.85060 -1.62050
H25 -0.54141 -0.76088 -0.76890
H26 -0.59028 -0.86127 -2.50685
C11 0.67016 4.23861 0.53568
O15 0.94045 4.92098 -0.68618
P3 2.33695 4.67066 -1.52999
O16 2.50504 3.29530 -2.04379
O17 2.28033 5.82890 -2.67972
C12 2.13437 7.18730 -2.39162
O18 3.54484 5.16948 -0.55158
C13 4.74925 5.56735 -1.17760
H27 1.08493 3.23416 0.45111
H28 -0.38972 4.01840 0.66317
H29 1.15445 4.77607 1.35099
H30 1.10583 7.43158 -2.65718
H31 2.89871 7.77099 -2.90463
H32 2.19250 7.38137 -1.32061
H33 4.95931 6.57445 -1.53778
H34 4.91350 4.95812 -2.06640
H35 5.59549 5.19884 -0.59781
N1 4.88360 -5.06524 -0.25777
C14 5.16616 -6.36573 -0.30184
C15 4.14407 -7.04764 -0.89086
C16 3.16281 -6.11461 -1.25532
C17 3.63137 -4.89566 -0.84855
H36 5.52078 -4.37175 0.10713
H37 6.14884 -6.69439 0.00267
H38 4.19675 -8.10290 -1.11462
H39 2.19489 -6.41760 -1.62647
H40 3.12839 -3.94351 -0.76594

The value obtained for the largest force on an atom is 5.1 eV/Å. As for the net charge: +1. The HOMO-LUMO gap is 0.0658 hartree. For the energy above the lowest of the compared OMol25 structures with the same formula, charge and spin, the calculation gives 20.6 kJ/mol.